No. 1
This record from the Open Molecules 2025 dataset describes a single C18H22N2O3S2 molecule. The level of theory is ωB97M-V/def2-TZVPD.

Calculated values
E_HOMO: -9.1 eV
Energy relative to the best compared isomer or geometry (same formula, charge and spin): 63.1 kJ/mol
Charge: 0
SMILES string: CN(Cc1cccs1)C(=O)c1ccc(S(=O)(=O)N2CCCCC2)cc1
E_LUMO: 0.50 eV
Gap between HOMO and LUMO: 0.351 hartree
Max |F|: 1.0 eV Å⁻¹

Each line ends with the Mulliken charge.
Positions of all 47 atoms, in Å:
C  -3.709  0.327  -1.416  -1.01
N  -3.150  1.597  -1.025  0.19
C  -3.780  2.779  -1.594  -1.33
C  -3.496  2.885  -3.056  0.46
C  -2.321  3.229  -3.649  -0.39
C  -2.377  3.177  -5.060  -0.54
C  -3.593  2.787  -5.519  -0.46
S  -4.696  2.473  -4.239  -0.12
C  -2.044  1.751  -0.266  0.34
O  -1.604  2.841  0.051  -0.66
C  -1.360  0.492  0.183  -0.02
C  -1.368  0.147  1.530  -0.48
C  -0.662  -0.963  1.963  -0.52
C  0.056  -1.708  1.048  -0.13
S  1.066  -3.075  1.626  1.29
O  0.497  -3.589  2.836  -0.73
O  1.297  -3.968  0.530  -0.73
N  2.520  -2.375  2.014  0.12
C  3.295  -1.869  0.907  -0.49
C  4.750  -1.705  1.339  -0.85
C  4.828  -0.781  2.552  -0.65
C  3.952  -1.337  3.672  -0.84
C  2.521  -1.511  3.171  -0.51
C  0.086  -1.368  -0.291  -0.42
C  -0.629  -0.266  -0.728  -0.31
H  -4.796  0.375  -1.329  0.32
H  -3.459  0.088  -2.454  0.31
H  -3.338  -0.466  -0.772  0.43
H  -4.858  2.732  -1.417  0.50
H  -3.357  3.639  -1.067  0.38
H  -1.448  3.518  -3.090  0.49
H  -1.550  3.422  -5.701  0.39
H  -3.919  2.666  -6.533  0.44
H  -1.926  0.750  2.230  0.49
H  -0.668  -1.271  2.997  0.50
H  3.203  -2.597  0.100  0.42
H  2.898  -0.899  0.563  0.30
H  5.152  -2.684  1.600  0.34
H  5.331  -1.300  0.509  0.35
H  5.861  -0.693  2.891  0.32
H  4.476  0.216  2.275  0.34
H  4.336  -2.308  3.986  0.34
H  3.956  -0.666  4.532  0.35
H  1.896  -1.992  3.924  0.42
H  2.092  -0.526  2.923  0.32
H  0.653  -1.983  -0.972  0.52
H  -0.616  0.014  -1.771  0.51

=====

No. 2
This record from the Open Molecules 2025 dataset describes a molecular structure, C4As2F6N3ReS4. The level of theory is ωB97M-V/def2-TZVPD.

Calculated values
E_HOMO (spin up / spin down): -20.0 / -20.0 eV
Energy relative to the best compared isomer or geometry (same formula, charge and spin): 0.0 kJ/mol
Charge: +3
E_LUMO (spin up / spin down): -14.68 / -14.68 eV
Spin multiplicity: 2
Gap between HOMO and LUMO (spin up / spin down): 0.196 / 0.196 hartree
Max |F|: 1.3 eV Å⁻¹
Expectation value of S²: 0.757

Each line ends with the Mulliken charge.
Positions of all 20 atoms, in Å:
Re  -0.096  -0.664  0.375  1.10
S  4.881  -0.047  1.561  0.27
As  3.014  -0.940  2.473  0.62
S  -1.275  -1.316  1.903  0.26
S  1.967  -1.523  0.465  -0.14
S  4.967  -1.987  1.975  0.20
N  -0.714  -1.746  -1.016  0.16
C  -1.145  -2.313  -1.962  0.31
C  -1.635  -2.963  -3.053  0.75
C  -2.625  -3.954  -2.870  -0.11
N  -3.433  -4.765  -2.720  -0.03
C  -1.138  -2.620  -4.331  -0.12
N  -0.703  -2.337  -5.361  -0.03
F  -0.201  1.058  -0.229  -0.45
As  0.848  2.626  2.556  1.75
F  -0.733  2.622  2.020  -0.26
F  0.782  0.786  2.147  -0.43
F  1.029  2.158  4.135  -0.25
F  2.305  2.516  1.722  -0.27
F  0.945  4.274  2.724  -0.33

=====

No. 3
This record from the Open Molecules 2025 dataset describes a single C2H4N2 molecule. The level of theory is ωB97M-V/def2-TZVPD.

Calculated values
E_HOMO: -9.7 eV
Energy relative to the best compared isomer or geometry (same formula, charge and spin): 225.9 kJ/mol
Charge: 0
SMILES string: C=NN=C
E_LUMO: 0.75 eV
Gap between HOMO and LUMO: 0.386 hartree
Max |F|: 3.7 eV Å⁻¹

Each line ends with the Mulliken charge.
Positions of all 8 atoms, in Å:
C  -1.558  -0.116  0.030  -0.24
N  -0.537  0.344  -0.584  -0.29
N  0.529  -0.505  -0.527  -0.33
C  1.560  0.088  0.030  -0.26
H  -2.400  0.605  0.068  0.25
H  -1.664  -1.150  0.533  0.29
H  1.611  1.189  0.340  0.28
H  2.459  -0.454  0.109  0.29

=====

No. 4
This record from the Open Molecules 2025 dataset describes 9 unconnected molecules or ions with the total composition C27H54O27. The level of theory is ωB97M-V/def2-TZVPD.

Calculated values
E_HOMO (spin up / spin down): 0.7 / -8.6 eV
Charge: -1
E_LUMO (spin up / spin down): 1.77 / 2.00 eV
Spin multiplicity: 2
Gap between HOMO and LUMO (spin up / spin down): 0.040 / 0.390 hartree
Max |F|: 4.5 eV Å⁻¹
Expectation value of S²: 0.750

Each line ends with the Mulliken charge.
Positions of all 108 atoms, in Å:
C  -2.774  1.441  0.241  -1.18
O  -2.492  0.398  -0.703  0.05
C  -3.023  0.355  -1.914  0.69
O  -3.844  1.129  -2.469  -0.50
O  -2.546  -0.795  -2.424  0.11
C  -3.071  -1.366  -3.566  -0.85
H  -2.419  2.412  -0.103  0.32
H  -2.256  1.277  1.186  0.21
H  -3.838  1.484  0.476  0.32
H  -3.018  -2.451  -3.649  0.21
H  -2.578  -0.865  -4.399  0.12
H  -4.120  -1.071  -3.521  0.45
C  -1.641  -3.980  5.554  -0.70
O  -2.027  -4.677  4.360  -0.04
C  -3.289  -4.873  4.101  0.54
O  -4.237  -4.687  4.798  -0.45
O  -3.393  -5.428  2.863  -0.12
C  -4.656  -5.976  2.267  -1.17
H  -1.395  -4.673  6.358  0.36
H  -2.433  -3.272  5.800  0.21
H  -0.751  -3.389  5.340  0.12
H  -5.554  -6.012  2.883  0.30
H  -4.469  -6.969  1.859  0.29
H  -4.959  -5.331  1.442  0.42
C  2.627  -0.991  -5.591  -0.06
O  2.147  -1.974  -4.693  -0.16
C  0.884  -2.522  -4.613  0.99
O  -0.147  -2.120  -5.179  -0.51
O  0.945  -3.521  -3.773  0.09
C  -0.178  -4.310  -3.463  -1.30
H  1.801  -0.324  -5.839  -0.05
H  2.947  -1.444  -6.529  0.34
H  3.457  -0.485  -5.099  -0.22
H  -0.055  -4.477  -2.393  0.49
H  -0.239  -5.290  -3.937  0.29
H  -1.174  -3.881  -3.574  0.04
C  0.686  -0.228  -1.474  0.21
O  0.507  -0.809  -0.195  -0.10
C  0.761  -0.194  0.986  0.26
O  1.231  0.960  1.184  -0.42
O  0.364  -1.088  1.999  -0.13
C  0.432  -0.675  3.345  -0.93
H  1.681  0.189  -1.626  0.11
H  -0.063  0.518  -1.744  -0.08
H  0.562  -0.934  -2.295  0.26
H  1.439  -0.653  3.760  0.43
H  -0.109  -1.413  3.937  -0.12
H  0.078  0.346  3.483  0.31
C  3.379  -2.757  -0.990  -0.47
O  4.616  -2.383  -1.706  -0.18
C  4.859  -1.119  -2.148  0.68
O  4.221  -0.065  -1.910  -0.44
O  5.903  -1.156  -3.130  -0.29
C  6.193  0.084  -3.868  -0.70
H  2.670  -2.922  -1.801  0.02
H  3.118  -1.902  -0.366  0.05
H  3.454  -3.688  -0.428  0.38
H  5.649  0.950  -3.490  0.19
H  5.800  0.016  -4.883  0.26
H  7.252  0.316  -3.754  0.34
C  -1.331  -0.521  -8.203  -0.85
O  -1.498  -0.054  -6.837  -0.21
C  -0.742  0.981  -6.363  0.45
O  -0.283  1.906  -7.017  -0.59
O  -0.682  0.920  -5.028  0.18
C  0.023  1.943  -4.295  -0.49
H  -0.296  -0.835  -8.342  0.27
H  -1.622  0.250  -8.916  0.33
H  -1.966  -1.368  -8.463  0.29
H  -0.228  2.999  -4.404  0.35
H  1.105  1.819  -4.250  0.31
H  -0.269  1.760  -3.261  0.07
C  0.407  5.473  8.481  -0.78
O  0.434  4.217  9.200  -0.33
C  0.679  3.015  8.755  0.77
O  0.696  2.107  9.544  -0.52
O  0.885  3.011  7.435  -0.11
C  1.168  1.816  6.672  -0.79
H  -0.327  6.188  8.853  0.33
H  -0.094  5.215  7.548  0.23
H  1.324  6.019  8.263  0.29
H  0.468  1.053  7.013  0.19
H  2.219  1.538  6.751  0.43
H  0.904  1.992  5.630  0.25
C  -3.488  -0.878  3.604  -1.11
O  -2.706  0.169  4.186  0.14
C  -2.793  0.378  5.534  0.53
O  -3.403  -0.324  6.316  -0.41
O  -2.133  1.592  5.767  0.05
C  -2.654  2.375  6.876  -0.86
H  -4.573  -0.773  3.604  0.37
H  -3.356  -1.783  4.197  0.05
H  -3.268  -1.102  2.560  0.31
H  -2.302  3.407  6.868  0.15
H  -2.389  1.850  7.794  0.27
H  -3.740  2.460  6.846  0.41
C  2.633  3.009  -1.077  -0.82
O  2.339  3.096  -2.439  0.09
C  2.602  4.215  -3.079  0.39
O  3.217  5.184  -2.610  -0.58
O  2.251  4.027  -4.323  -0.08
C  2.767  4.847  -5.352  -0.96
H  2.714  1.999  -0.676  0.19
H  2.115  3.647  -0.361  0.32
H  3.700  3.229  -1.045  0.35
H  2.842  5.893  -5.055  0.34
H  2.023  4.842  -6.148  0.26
H  3.715  4.468  -5.736  0.31